Entry from the OMol25 dataset: C15H31BF4P2Ti as an isolated structure in a non-equilibrium geometry (wB97M-V/def2-TZVPD).

Structure (XYZ):
```
54
Properties=species:S:1:pos:R:3:forces:R:3
P 1.1573 1.9326 1.2539 -0.23 -0.65 -1.99
P 1.2304 -2.4742 0.2592 0.58 0.52 -0.33
C 0.1866 0.5394 0.0524 0.08 0.19 0.45
C 0.0226 -0.9752 0.4760 -0.32 0.48 0.10
H 0.2848 0.7310 -1.0365 -0.29 -0.21 0.51
H -0.6904 1.0613 0.4321 -0.42 -0.23 -0.59
H -0.4551 -1.0188 1.4743 0.46 -0.14 -0.42
H -0.6800 -1.3536 -0.2631 -0.21 0.42 0.27
C 1.4253 -2.5777 -1.5736 0.01 -0.34 0.24
H 2.1996 -3.3513 -1.6999 -0.18 0.24 -0.12
H 1.8142 -1.6526 -2.0261 -0.11 -0.25 0.10
H 0.5076 -2.9141 -2.0762 0.31 0.16 0.15
C 0.1141 -3.8793 0.6773 0.11 0.03 0.31
H -0.6264 -4.0979 -0.1052 0.27 0.35 0.08
H -0.4007 -3.6938 1.6303 0.25 -0.10 -0.22
H 0.7625 -4.7610 0.7857 -0.16 0.25 0.06
C 1.5247 3.3876 0.2500 -0.53 0.24 -0.01
H 2.3794 3.8890 0.7320 -0.20 -0.11 -0.12
H 0.6619 4.0661 0.2421 0.28 -0.03 -0.15
H 1.8159 3.1006 -0.7697 -0.02 0.05 0.28
C -0.0616 2.3568 2.5277 0.27 -0.25 0.40
H -0.5348 1.4598 2.9462 0.17 0.14 -0.10
H -0.8291 3.0345 2.1436 0.23 -0.07 -0.11
H 0.4695 2.8674 3.3424 -0.03 -0.07 -0.12
Ti 2.1448 -0.0447 0.3260 2.32 0.26 -0.04
C -2.5489 -1.0618 -1.1097 0.34 -0.37 -0.58
C -1.7023 -0.8027 -2.1331 -1.31 -0.79 0.47
C -2.0534 0.2091 -3.1769 0.36 0.00 -0.35
C -2.4523 1.5960 -2.6263 -0.23 0.40 -0.46
C -1.9002 1.9884 -1.2779 -0.80 0.51 0.52
C -2.5477 1.7876 -0.1122 -0.09 0.62 -1.01
C -3.7936 0.9657 0.0033 -0.43 -0.14 0.30
C -3.8434 -0.3369 -0.8453 -0.48 -0.25 0.07
C 2.9833 0.2339 2.2365 -0.12 -0.79 0.44
H -2.4058 -1.9374 -0.4485 0.16 0.48 -0.37
H -0.8320 -1.4417 -2.3556 -0.51 0.31 0.31
H -2.8968 -0.1825 -3.7720 0.32 0.13 0.13
H -1.2081 0.2892 -3.8685 -0.16 0.14 0.04
H -2.0989 2.3532 -3.3458 -0.21 -0.23 0.23
H -3.5556 1.6702 -2.6394 0.57 0.09 0.25
H -0.9603 2.5595 -1.3115 -0.43 -0.02 0.15
H -2.2811 2.3188 0.8131 0.28 -0.28 -0.42
H -4.6726 1.5742 -0.2794 0.29 -0.17 0.16
H -3.9456 0.7193 1.0655 0.04 0.03 -0.30
H -4.4937 -1.0522 -0.3137 0.11 0.37 -0.24
H -4.3575 -0.1083 -1.7844 0.20 -0.17 0.04
H 3.2219 -0.7710 2.6081 0.06 0.14 -0.06
H 2.3849 0.7820 2.9840 0.68 -0.58 -0.02
H 3.9090 0.7861 2.0478 0.05 0.08 -0.01
F 3.1581 0.3267 -1.1856 -1.32 -0.37 2.15
B 6.1131 -2.0262 2.6998 1.04 -0.32 0.34
F 6.3824 -0.7339 2.4269 -0.68 -1.36 0.20
F 4.8405 -2.4421 2.8920 1.20 0.55 -0.36
F 7.1331 -2.8950 2.8080 -1.54 1.09 -0.20
```
Forces are in eV/Å.

As for the HOMO energy (alpha / beta): -14.88 / -14.88 eV. The value obtained for the LUMO energy (alpha / beta) is -8.32 / -8.32 eV. As for the maximum force: 2.55 eV/A. Its total charge is +2. The total energy is -2546.0899 hartree. The value obtained for the frontier orbital gap (alpha / beta) is 6.57 / 6.56 eV.

Partial atomic charges computed with the Mulliken method, in multiples of e: P 0.8356; P 0.3989; C 0.3301; C 0.8712; H 1.0409; H -0.9044; H 0.7232; H -1.5554; C -1.0587; H 0.4387; H 0.4122; H 0.3949; C -1.0833; H 0.3846; H 0.3888; H 0.3937; C -1.2741; H 0.4308; H 0.4325; H 0.4333; C -1.2400; H 0.4343; H 0.4448; H 0.4768; Ti -0.3282; C 0.1613; C -0.0217; C -0.9963; C -0.9398; C -0.0617; C -0.0926; C -1.1033; C -1.0037; C -0.9511; H 0.3147; H 0.1570; H 0.3416; H 0.3637; H 0.4854; H 0.3282; H 0.6304; H 0.4516; H 0.3352; H 0.3652; H 0.4769; H 0.3971; H 0.2482; H 0.4425; H 0.4583; F -0.5985; B 0.6838; F -0.2448; F -0.2526; F -0.1964



Entry from the OMol25 dataset: C47H55AsF7N3O2P2Pt as an isolated structure in a non-equilibrium geometry (wB97M-V/def2-TZVPD).

Structure (XYZ):
```
118
Properties=species:S:1:pos:R:3:forces:R:3
Pt 1.2418 0.3623 0.5331 -0.57 0.91 -0.53
C 4.8206 -0.6702 0.6953 0.03 -0.03 0.04
C 4.0763 -1.7691 -0.0565 0.00 0.00 -0.07
C 4.9190 -2.2579 -1.2369 0.01 -0.01 0.02
P 2.2897 -1.4978 -0.4794 0.17 -0.08 0.00
C 1.5067 -3.1721 -0.3562 -0.05 0.05 -0.16
C 0.3581 -3.3197 -1.3594 -0.02 0.00 0.04
C 2.4351 -4.3795 -0.5164 0.02 0.00 0.04
C 1.9860 -0.9364 -2.1866 -0.01 0.03 0.00
C 2.5215 -1.5693 -3.3010 0.03 0.06 -0.04
C 2.3641 -1.0633 -4.5883 0.02 -0.04 0.04
C 2.9651 -1.7543 -5.7770 0.01 0.01 0.00
C 1.6762 0.1407 -4.7320 0.01 0.01 -0.02
C 1.0849 0.7608 -3.6512 0.01 0.01 0.05
C 1.1661 0.1890 -2.3762 0.04 0.03 -0.13
N 0.5165 0.7698 -1.2742 -0.06 0.12 0.04
C -0.6913 1.4004 -1.3425 0.37 0.02 0.04
C -1.5585 1.2933 -2.4569 -0.07 0.25 -0.24
C -2.8321 1.8090 -2.4084 0.02 0.05 -0.06
C -3.3431 2.3758 -1.2441 -0.04 0.01 -0.04
C -4.7635 2.8275 -1.1379 0.03 0.03 0.00
C -2.4804 2.5111 -0.1417 0.02 0.00 0.06
C -1.1821 2.0766 -0.1826 0.00 0.14 0.03
P 0.0684 2.4169 1.0806 -0.15 -0.38 0.03
C 0.5899 4.1645 0.7063 0.11 -0.10 -0.07
C -0.6392 5.0500 0.4540 0.00 0.03 0.05
C 1.5370 4.3493 -0.4793 0.01 -0.04 0.01
C -0.5183 2.4200 2.8201 0.06 0.07 0.01
C -1.3428 3.6145 3.3015 0.03 0.04 0.02
C -1.2090 1.1087 3.1631 -0.07 0.02 0.02
H 5.7177 -1.1259 1.1186 0.00 -0.01 0.01
H 4.2474 -0.2608 1.5210 0.11 -0.09 -0.16
H 5.1372 0.1368 0.0359 0.01 -0.10 0.07
H 3.9483 -2.5895 0.6545 0.02 -0.03 0.04
H 4.9923 -1.4909 -2.0087 0.02 0.02 0.00
H 4.5514 -3.1780 -1.6854 -0.02 0.00 -0.03
H 5.9287 -2.4534 -0.8732 -0.01 -0.01 0.00
H 1.1254 -3.1643 0.6632 -0.10 -0.02 0.15
H 0.7455 -3.6388 -2.3302 -0.02 0.04 0.02
H -0.2075 -2.4056 -1.5151 -0.11 0.08 0.04
H -0.3307 -4.0881 -1.0097 -0.04 -0.02 0.01
H 2.8039 -4.4732 -1.5388 0.00 0.01 0.01
H 1.8411 -5.2712 -0.3095 0.00 0.00 -0.01
H 3.2792 -4.3968 0.1682 0.00 0.01 0.02
H 3.0951 -2.4753 -3.1705 0.04 -0.04 0.00
H 3.3327 -2.7453 -5.5170 0.00 0.00 0.00
H 3.8019 -1.1773 -6.1752 0.00 0.00 0.00
H 2.2321 -1.8583 -6.5771 0.00 0.00 0.00
H 1.6078 0.6028 -5.7094 -0.01 0.00 0.00
H 0.5904 1.7131 -3.7813 -0.01 0.00 -0.01
H -1.2711 0.7052 -3.3124 0.02 -0.01 0.01
H -3.4817 1.6756 -3.2638 0.00 0.00 0.00
H -5.3246 2.6017 -2.0421 0.00 0.01 -0.02
H -4.8124 3.9042 -0.9602 0.01 0.01 0.00
H -5.2500 2.3329 -0.2940 0.05 0.06 -0.04
H -2.8578 2.9887 0.7540 0.00 0.01 0.01
H 1.0884 4.4785 1.6293 0.03 0.01 -0.02
H -1.0772 4.8210 -0.5170 0.01 0.01 -0.02
H -0.3000 6.0864 0.4242 -0.01 0.00 0.02
H -1.4179 4.9782 1.2081 0.01 -0.02 -0.04
H 1.1023 3.9365 -1.3941 0.01 -0.02 0.01
H 2.5144 3.9092 -0.3258 -0.05 0.06 0.00
H 1.6727 5.4199 -0.6398 -0.03 0.00 -0.02
H 0.4423 2.4501 3.3521 0.03 -0.04 -0.02
H -2.3276 3.6551 2.8333 0.01 0.01 0.00
H -0.8395 4.5698 3.1629 -0.01 -0.02 0.00
H -1.5015 3.4886 4.3732 -0.01 -0.01 0.00
H -2.1238 0.9843 2.5817 0.05 0.01 0.01
H -1.4735 1.1196 4.2215 -0.03 0.02 0.00
H -0.5613 0.2529 3.0142 0.09 -0.03 0.03
O 0.2588 -1.9392 2.3935 -0.01 0.04 0.01
C -0.7356 -1.6901 1.7405 0.05 -0.35 0.14
N -1.9811 -2.2005 1.9555 -0.20 0.18 -0.06
C -2.8743 -1.9116 0.8481 0.12 -0.07 0.04
C -1.9231 -1.0499 -0.0201 0.22 0.14 -0.03
O -2.2350 -0.6250 -1.1204 -0.23 -0.48 0.10
N -0.7479 -0.8510 0.6289 0.55 -0.23 0.54
C -3.3524 -3.1945 0.1676 0.01 -0.01 0.02
C -3.9653 -4.1516 0.9755 -0.02 0.01 0.01
C -4.4204 -5.3454 0.4426 0.00 0.02 0.00
C -4.2807 -5.5957 -0.9164 0.00 0.00 -0.01
C -3.6927 -4.6410 -1.7289 0.00 0.00 0.00
C -3.2317 -3.4429 -1.1935 0.03 0.00 0.04
C -4.0631 -1.0303 1.2288 0.03 0.03 0.00
C -5.0275 -0.7437 0.2651 -0.02 0.04 -0.03
C -6.0924 0.0892 0.5676 -0.01 -0.08 0.03
C -6.2096 0.6435 1.8373 -0.01 -0.02 0.01
C -5.2556 0.3554 2.8002 0.00 0.00 0.00
C -4.1842 -0.4776 2.4963 -0.06 -0.06 0.02
H -2.1190 -2.9527 2.6092 0.07 -0.05 -0.06
H -4.1090 -3.9571 2.0333 0.00 0.00 0.00
H -4.8931 -6.0761 1.0856 0.01 0.00 0.00
H -4.6382 -6.5261 -1.3375 0.00 0.01 0.00
H -3.5915 -4.8230 -2.7914 0.00 0.00 0.00
H -2.7897 -2.7005 -1.8415 0.02 0.01 -0.01
H -4.9408 -1.1774 -0.7230 -0.01 -0.01 0.00
H -6.8418 0.2971 -0.1859 -0.01 -0.01 0.00
H -7.0522 1.2786 2.0781 0.00 0.01 0.00
H -5.3473 0.7680 3.7969 0.00 -0.01 0.00
H -3.4473 -0.7070 3.2542 -0.01 -0.02 0.00
F 6.2399 3.9127 -0.0546 0.00 0.00 0.00
C 5.1429 3.1508 0.0520 0.00 -0.01 0.01
C 4.6601 2.5090 -1.0678 -0.03 0.00 -0.05
C 3.5272 1.7088 -0.9495 0.03 0.18 0.00
C 2.8891 1.5727 0.2720 -0.04 -0.27 0.04
C 3.3835 2.2467 1.3844 -0.02 0.16 -0.04
C 4.5200 3.0333 1.2803 -0.01 0.01 0.00
H 5.1666 2.6245 -2.0166 0.01 0.00 0.00
H 3.1826 1.2147 -1.8416 -0.01 -0.04 -0.04
H 2.9095 2.1657 2.3518 0.05 0.05 -0.08
H 4.9218 3.5463 2.1438 0.00 0.00 0.00
F 2.0939 0.1345 2.4197 -0.44 -0.30 0.00
As 2.7480 -0.1216 4.2348 0.14 -0.01 0.15
F 3.0479 -1.7289 3.7375 -0.02 0.04 0.00
F 4.2550 0.3678 3.5597 0.02 0.01 0.10
F 3.3879 -0.2843 5.7956 -0.01 0.01 -0.02
F 2.3455 1.5591 4.3986 -0.03 0.03 0.03
F 1.1593 -0.5023 4.7187 -0.11 -0.04 -0.16
```
Forces are in eV/Å.

As for the HOMO energy (alpha / beta): -11.03 / -11.19 eV. The value obtained for the LUMO energy (alpha / beta) is -3.62 / -5.51 eV. Its spin multiplicity is 2. As for the maximum force: 1.19 eV/A. Its expectation value of S² is 0.7887. Its energy relative to the best compared isomer or geometry (same formula, charge and spin) is 0.0 kJ/mol. Its total charge is +1. The total energy is -5875.5655 hartree. The value obtained for the frontier orbital gap (alpha / beta) is 7.42 / 5.69 eV.

Mulliken atomic charge list, values in e, 99 entries: Pt 1.4024; C -1.7748; C 0.8410; C -1.7646; P -0.0081; C 1.5950; C -2.0243; C -1.4726; C -0.2918; C -0.4602; C 0.6472; C -1.7207; C -1.2688; C -0.1428; C -0.2837; N 1.0645; C -0.0794; C -0.4329; C -1.6450; C 0.6257; C -1.5413; C 0.0839; C -0.4614; P -0.7368; C 0.5287; C -1.7602; C -1.2235; C 1.6916; C -1.9219; C -0.9002; H 0.6134; H 0.3214; H 0.4486; H 0.6243; H 0.3473; H 0.2315; H 0.5081; H 0.2909; H 0.4398; H 0.0141; H 0.7588; H 0.3243; H 0.4251; H 0.3925; H 0.3897; H 0.4050; H 0.3419; H 0.3956; H 0.4799; H 0.7213; H 0.7622; H 0.3730; H 0.3947; H 0.3909; H 0.2447; H 0.3979; H 0.9740; H 0.3281; H 0.5408; H 0.3506; H 0.1159; H 0.3025; H 0.5834; H 0.1788; H 0.2672; H 0.4814; H 0.5275; H -0.0427; H 0.8117; H -0.5637; O -0.6364; C -2.1871; N 0.3398; C 2.2524; C -1.2466; O -0.4382; N 0.9883; C 0.0802; C -0.3681; C -0.9526; C -0.5648; C -1.1419; C 0.1951; C -0.0223; C -0.1173; C -1.0526; C -0.3380; C -0.8939; C -0.4262; H 0.3770; H 0.3986; H 0.4284; H 0.4120; H 0.4513; H 0.4885; H 0.4158; H 0.4681; H 0.4503; H 0.4854



Entry from the OMol25 dataset: H14O23S2V4 as an isolated structure in a non-equilibrium geometry (wB97M-V/def2-TZVPD).

Structure (XYZ):
```
43
Properties=species:S:1:pos:R:3:forces:R:3
O -20.8877 -13.9424 -7.6575 -0.22 -0.03 -0.06
V -21.4684 -15.0180 -8.6466 -1.17 2.11 -1.97
O -22.4595 -14.2527 -9.6562 1.08 -0.86 1.55
O -16.5253 -17.7227 -10.4240 -1.04 -0.53 -0.41
V -17.9484 -17.5135 -11.1080 3.53 2.31 -1.06
O -17.6156 -17.7362 -12.6520 -1.38 -0.46 1.67
O -18.3554 -20.3470 -5.0268 1.10 0.24 -2.11
V -17.7650 -19.9052 -6.4532 -1.71 -0.53 1.77
O -18.0240 -21.1286 -7.4095 0.43 0.35 0.27
O -16.0463 -14.9366 -6.0396 -0.16 0.41 -0.39
V -16.5949 -15.0883 -7.5129 -1.30 -1.63 -1.79
O -15.6733 -16.1100 -8.2676 0.18 0.64 0.59
S -18.5782 -14.4952 -10.3282 0.46 0.23 -0.56
O -17.8457 -15.5067 -11.2143 -1.19 -0.93 0.72
O -17.7428 -14.3809 -9.0735 -0.12 -0.24 1.15
O -18.6225 -13.2465 -10.9976 -0.14 0.15 0.02
O -19.9468 -15.0509 -10.0448 0.74 -0.51 0.63
S -19.1551 -17.3026 -7.7813 0.37 1.25 -0.39
O -20.4267 -16.6074 -7.6564 -0.35 -1.25 0.09
O -19.1814 -18.6116 -7.0786 -0.04 0.31 0.05
O -18.8183 -17.5509 -9.1832 -0.54 -0.53 -0.31
O -18.1335 -16.4299 -7.1438 0.57 -0.03 0.07
O -22.6675 -17.1124 -9.6433 0.69 -0.01 0.35
H -22.0083 -17.8010 -9.4721 -0.28 -0.26 -0.11
H -23.4984 -17.5947 -9.5834 -0.10 0.16 -0.10
O -16.3025 -18.9280 -7.9092 -0.02 -0.10 0.17
H -15.4085 -19.2553 -8.0569 -0.02 0.02 -0.05
H -16.4329 -18.2282 -8.5868 0.05 -0.21 0.00
O -23.1039 -15.5744 -7.2605 0.23 -0.42 0.18
H -23.3787 -16.4930 -7.1675 0.10 -0.02 -0.13
H -23.8018 -15.0323 -6.8815 0.14 0.29 -0.17
O -19.3521 -15.3575 -4.7414 -0.04 -0.15 -0.08
H -19.5762 -15.3270 -5.6795 -0.08 0.15 0.07
H -20.2024 -15.4045 -4.2944 0.02 0.09 0.04
O -17.0160 -18.1115 -5.3435 0.36 0.39 -0.27
H -17.1815 -17.3371 -5.9154 -0.01 -0.09 0.30
H -16.3381 -17.8183 -4.7260 -0.02 -0.23 0.13
O -21.4321 -19.4129 -5.4602 -0.30 0.03 -0.08
H -20.7014 -19.0794 -5.9906 0.02 0.02 0.14
H -21.7371 -18.6523 -4.9573 0.05 -0.04 0.07
O -21.4303 -19.7203 -8.9883 -0.01 0.17 -0.21
H -21.4371 -20.5342 -8.4720 -0.06 0.06 0.06
H -20.6371 -19.2578 -8.7044 0.19 -0.32 0.15
```
Forces are in eV/Å.

As for the HOMO energy: -10.60 eV. The value obtained for the LUMO energy is -2.05 eV. As for the maximum force: 4.36 eV/A. Its energy relative to the best compared isomer or geometry (same formula, charge and spin) is 0.0 kJ/mol. Its total charge is 0. The total energy is -6311.5236 hartree. The value obtained for the frontier orbital gap is 8.55 eV.

Partial atomic charges computed with the Mulliken method, in multiples of e: O -0.6257; V 0.8316; O -0.3860; O -0.6644; V 1.2694; O -0.5852; O -0.4750; V 1.0502; O -0.5214; O -0.6776; V 1.2799; O -0.5690; S 1.1491; O -0.6701; O -0.7339; O -0.5822; O -0.5471; S 0.6908; O -0.0595; O 0.3679; O 0.5067; O -0.1194; O -0.5541; H 0.3148; H 0.2884; O -0.3239; H 0.2604; H 0.1443; O -0.4111; H 0.2842; H 0.2707; O -0.6491; H 0.2503; H 0.2916; O -0.5679; H 0.4167; H 0.3396; O -0.6499; H 0.3259; H 0.2834; O -0.7512; H 0.3482; H 0.1593



Entry from the OMol25 dataset: one molecule with the formula C9H8N2S in a non-equilibrium geometry (wB97M-V/def2-TZVPD).

Structure (XYZ):
```
20
Properties=species:S:1:pos:R:3:forces:R:3
C -1.6444 -1.3311 -0.8442 5.05 6.52 4.07
C -0.6281 -0.1472 -0.3050 -6.33 -7.20 -3.17
C 0.4331 0.0893 -1.2204 1.81 1.72 -1.34
C 1.1574 -0.9849 -1.8740 -2.74 -1.93 2.66
C 2.2107 -0.5664 -2.5552 -1.16 1.36 -0.11
S 2.2011 1.1094 -2.7303 0.70 1.39 -0.13
C 0.9114 1.3263 -1.6673 -2.65 0.68 1.13
N -0.7720 0.2556 1.0186 1.24 0.06 -2.81
C -0.0159 1.1447 1.6523 1.31 0.56 1.53
C -0.3497 0.9749 2.9895 1.38 2.08 -0.57
C -1.3347 0.0311 3.0271 -0.70 -2.50 0.54
N -1.5381 -0.4601 1.7711 -1.77 -0.33 3.27
H -2.2869 -1.7513 -0.1169 -0.68 -0.31 0.20
H -1.4866 -1.6026 -1.8331 0.05 -0.53 -1.49
H 0.7175 -2.0301 -1.6874 1.46 1.54 -0.38
H 2.8765 -1.1047 -3.0899 2.01 -1.69 -1.54
H 0.2652 2.2967 -1.4930 2.04 -1.89 -0.43
H 0.8490 1.6702 1.2236 -0.91 -0.25 -0.04
H 0.1377 1.5508 3.7494 -0.16 -0.07 0.51
H -1.7034 -0.4706 3.9848 0.06 0.79 -1.92
```
Forces are in eV/Å.

As for the HOMO energy (alpha / beta): -7.80 / -7.78 eV. The value obtained for the LUMO energy (alpha / beta) is -0.09 / -0.08 eV. As for the maximum force: 10.09 eV/A. Its energy relative to the best compared isomer or geometry (same formula, charge and spin) is 445.4 kJ/mol. The structure (SMILES) is C=C(c1ccsc1)n1cccn1. Its total charge is 0. The total energy is -855.2922 hartree. The value obtained for the frontier orbital gap (alpha / beta) is 7.71 / 7.70 eV.

Partial atomic charges computed with the Mulliken method, in multiples of e: C -1.1522; C 0.4562; C 0.4730; C -0.6020; C -0.4496; S -0.1872; C -0.3405; N 0.8176; C -0.0589; C -0.5928; C -0.3222; N -1.0431; H 0.2912; H 0.4683; H 0.3219; H 0.5501; H 0.3086; H 0.3610; H 0.3874; H 0.3135